ORCA calculation (wB97M-V/def2-TZVPD) on C15H25NO4 as an isolated structure in a non-equilibrium geometry.

```
45
C15H25NO4 wB97M-V/def2-TZVPD
C -5.117 0.151 -0.730
C 4.037 0.203 0.731
C -1.372 1.696 -0.300
H 4.743 0.750 1.208
C -1.030 -0.182 1.442
O -4.195 -0.354 0.136
C -2.229 -0.731 1.036
H 2.241 2.758 1.241
C -2.697 1.238 -0.476
H -6.421 -1.809 -0.943
H -7.063 -0.578 0.265
H -0.021 -3.488 0.955
N 4.352 -1.058 0.457
H -2.738 -1.292 1.809
O 2.682 1.118 -1.387
H 3.397 -1.255 -1.342
H 3.848 -2.757 -0.559
H 4.667 0.693 -1.325
C -6.511 -0.640 -0.590
H -7.393 -0.247 -1.317
C 3.445 -1.699 -0.350
H 3.043 0.545 1.144
H -4.784 0.082 -1.587
H -0.333 -0.546 2.101
O 0.682 1.483 0.894
C 2.031 -1.993 0.033
H -0.271 -3.825 -1.157
H 1.496 -1.249 0.097
H 4.221 2.295 -0.359
C 3.873 1.178 -0.477
H 1.004 2.177 -1.676
C 0.107 -3.096 -0.209
O 1.327 -2.894 -0.486
H -0.411 -2.281 -0.395
C -0.591 0.898 0.870
H -3.233 1.700 -1.086
C 1.846 2.310 -1.053
H 0.723 3.366 0.187
H -1.092 2.750 -0.703
H 2.199 -2.155 1.144
H 2.254 3.084 -1.463
C -3.054 0.062 0.266
H 4.628 -1.401 1.185
C 1.395 2.313 0.244
H -5.597 1.274 -0.186
```

relative energy (zero: lowest compared OMol25 entry of this formula, charge and spin)	16.095	eV
gap between HOMO and LUMO	0.3078	Eh
HOMO energy	-7.8	eV
multiplicity	1
net charge	0

What are the natural (NBO) partial charges on each atom? They are as follows, in elementary charge units:
1 C -0.003
2 C -0.254
3 C -0.216
4 H 0.206
5 C -0.282
6 O -0.475
7 C -0.296
8 H 0.159
9 C -0.288
10 H 0.205
11 H 0.211
12 H 0.136
13 N -0.588
14 H 0.226
15 O -0.570
16 H 0.203
17 H 0.190
18 H 0.184
19 C -0.624
20 H 0.214
21 C -0.228
22 H 0.161
23 H 0.153
24 H 0.232
25 O -0.549
26 C -0.026
27 H 0.175
28 H 0.145
29 H 0.198
30 C -0.108
31 H 0.201
32 C -0.180
33 O -0.517
34 H 0.152
35 C 0.303
36 H 0.192
37 C -0.161
38 H 0.134
39 H 0.229
40 H 0.086
41 H 0.200
42 C 0.351
43 H 0.353
44 C 0.013
45 H 0.153



ORCA calculation (wB97M-V/def2-TZVPD) on CClF3 as an isolated structure in a non-equilibrium geometry.

```
5
CClF3 wB97M-V/def2-TZVPD
F 0.501 -1.246 0.923
F 0.237 -0.729 -1.281
Cl 0.773 1.097 0.258
F -1.115 1.854 -0.077
C 0.664 -0.403 -0.020
```

relative energy (zero: lowest compared OMol25 entry of this formula, charge and spin)	4.887	eV
gap between HOMO and LUMO (spin up / spin down)	0.3188 / 0.3019	Eh
HOMO energy (spin up / spin down)	-10.3 / -9.9	eV
multiplicity	1
net charge	0

What are the natural (NBO) partial charges on each atom? They are as follows, in elementary charge units:
1 F -0.237
2 F -0.268
3 Cl 0.585
4 F -0.699
5 C 0.619



ORCA calculation (wB97M-V/def2-TZVPD) on the molecule C7H9NO in a non-equilibrium geometry.

```
18
C7H9NO wB97M-V/def2-TZVPD
N -0.517 0.881 0.676
C -0.233 -0.573 0.778
C -2.478 -0.276 -0.471
H 1.101 -2.030 -0.393
C 1.136 -1.154 0.340
C 2.130 -0.151 -0.176
H 1.648 -1.707 1.155
H 0.076 2.621 0.316
H -0.758 -0.882 1.671
H -2.948 -1.176 -0.960
H -0.524 -0.166 -1.366
H 2.581 1.921 -0.680
O 3.392 -0.460 -0.221
H -2.996 0.485 -1.080
C 1.767 1.249 -0.235
H -2.947 -0.107 0.663
C -1.021 -0.112 -0.349
C 0.591 1.639 0.333
```

relative energy (zero: lowest compared OMol25 entry of this formula, charge and spin)	3.629	eV
gap between HOMO and LUMO	0.3386	Eh
HOMO energy	-9.3	eV
structure (SMILES)	C[C@@H]1[C@H]2CC(=O)C=CN12
multiplicity	1
net charge	0

What are the natural (NBO) partial charges on each atom? They are as follows, in elementary charge units:
1 N -0.427
2 C -0.094
3 C -0.631
4 H 0.255
5 C -0.536
6 C 0.512
7 H 0.260
8 H 0.218
9 H 0.226
10 H 0.236
11 H 0.210
12 H 0.256
13 O -0.561
14 H 0.223
15 C -0.375
16 H 0.215
17 C -0.057
18 C 0.072



ORCA calculation (wB97M-V/def2-TZVPD) on a 2-piece molecular cluster, C2H2O overall in a non-equilibrium geometry.

```
5
C2H2O wB97M-V/def2-TZVPD
O 2.008 -1.157 1.432
H -1.639 0.706 -0.057
C 1.157 -0.746 0.816
C -1.090 0.213 -0.877
H -0.436 0.984 -1.314
```

relative energy (zero: lowest compared OMol25 entry of this formula, charge and spin)	0.000	eV
gap between HOMO and LUMO (spin up / spin down)	0.3748 / 0.4512	Eh
HOMO energy (spin up / spin down)	-9.0 / -13.1	eV
multiplicity	3
net charge	0

What are the natural (NBO) partial charges on each atom? They are as follows, in elementary charge units:
1 O -0.501
2 H 0.106
3 C 0.515
4 C -0.224
5 H 0.105



ORCA calculation (wB97M-V/def2-TZVPD) on a 2-piece molecular cluster, C3H5NO overall in a non-equilibrium geometry.

```
10
C3H5NO wB97M-V/def2-TZVPD
H -0.253 -1.156 0.793
C 1.054 -0.289 -0.634
C -0.016 -0.985 -0.252
H 1.285 -0.129 -1.683
H -0.698 -1.406 -0.982
C 1.969 0.299 0.306
N 2.707 0.793 1.049
H -1.580 1.176 -0.149
O -2.312 0.747 0.311
H -2.155 0.951 1.240
```

relative energy (zero: lowest compared OMol25 entry of this formula, charge and spin)	1.117	eV
gap between HOMO and LUMO	0.4037	Eh
HOMO energy	-10.6	eV
structure (SMILES)	C=CC#N.O
multiplicity	1
net charge	0

What are the natural (NBO) partial charges on each atom? They are as follows, in elementary charge units:
1 H 0.213
2 C -0.351
3 C -0.271
4 H 0.241
5 H 0.216
6 C 0.246
7 N -0.303
8 H 0.471
9 O -0.934
10 H 0.471